(1)
C23H40Cl3CuN4O3Si | ωB97M-V/def2-TZVPD

HOMO-LUMO gap (spin up / spin down): 7.131 / 7.114 eV
electronic energy: -4655.83759 Eh
charge: -1
expectation value of S²: 0.75
multiplicity: 2
energy above the lowest of the compared OMol25 structures with the same formula, charge and spin: 0.00 kJ/mol

Each line ends with the Löwdin charge.
Positions of all 75 atoms, in Å:
1 C -0.75567 2.82092 -3.94373  -0.06
2 C -1.66734 2.11717 -2.98198  -0.20
3 H -1.34302 3.31490 -4.72742  0.06
4 H -0.06153 2.12938 -4.43024  0.06
5 H -0.16288 3.60361 -3.44369  0.09
6 C -3.00529 2.20951 -3.15059  -0.11
7 C -3.70605 2.83104 -4.31959  -0.12
8 H -3.69427 1.89726 -2.36797  0.09
9 H -3.38606 2.41976 -5.28813  0.07
10 H -3.59089 3.92551 -4.37483  0.08
11 H -4.78432 2.64174 -4.22141  0.07
12 Cu 1.86735 -0.24745 2.64230  -0.29
13 Cl 2.32333 1.89175 3.09314  -0.06
14 Cl 2.77467 -2.17420 1.90827  0.04
15 H 4.33988 -2.96363 5.49196  0.09
16 H 6.59240 -0.28851 5.63496  0.09
17 C 4.85130 -2.54786 4.61552  -0.06
18 C 6.18176 -0.43994 4.62473  -0.05
19 N 4.88850 -1.09840 4.68355  -0.18
20 H 4.30615 -2.86520 3.71474  0.00
21 C 3.76081 -0.37195 4.78103  -0.36
22 O 2.60866 -0.82549 4.61221  -0.14
23 H 6.04954 0.54839 4.17003  0.09
24 H 3.90542 0.70116 4.99079  0.10
25 H 5.88817 -2.89548 4.59347  0.08
26 H 6.87221 -1.05657 4.03690  0.09
27 H -0.41314 -2.16915 -2.99354  0.08
28 H -2.46276 -0.96267 -3.71578  0.08
29 C -0.85100 -2.59511 -2.08754  -0.08
30 C -2.87474 -1.91921 -3.35665  -0.06
31 N -2.25705 -2.27448 -2.07951  -0.20
32 H -0.37662 -2.17152 -1.19015  0.08
33 C -2.96201 -2.61042 -0.96075  -0.34
34 O -2.43767 -3.12159 0.03541  0.00
35 H -3.95993 -1.82503 -3.22646  0.09
36 H -4.03804 -2.35889 -1.02423  0.12
37 H -0.69794 -3.68454 -2.06782  0.11
38 H -2.65087 -2.68561 -4.11456  0.09
39 O -0.10277 0.39905 -1.90753  -0.26
40 C -0.97832 1.53982 -1.71637  -0.27
41 C -3.06625 0.41344 -0.76170  -0.07
42 C -1.99019 1.27990 -0.61063  -0.19
43 H -3.13711 -0.16471 -1.68722  0.09
44 C -4.10434 0.39017 0.17822  -0.09
45 H -0.34308 2.37689 -1.37956  0.13
46 C -1.88063 2.02613 0.56599  -0.05
47 H -4.97428 -0.25393 0.02009  0.10
48 C -4.03793 1.21174 1.30261  -0.12
49 C -2.91306 2.02021 1.50445  -0.10
50 H -0.99968 2.65270 0.70493  0.11
51 H -4.85901 1.22034 2.02640  0.09
52 H -2.83752 2.68085 2.36844  0.10
53 Si 1.54995 0.15021 -1.61772  0.24
54 Cl 0.91415 0.30851 0.75869  0.39
55 C 2.07639 -1.65613 -1.79552  -0.19
56 C 3.33303 0.59966 -0.80804  -0.29
57 C 1.99036 1.41029 -2.96010  -0.19
58 H 2.10865 -2.15523 -0.81072  0.00
59 H 3.10739 -1.66592 -2.18505  0.04
60 H 1.44907 -2.22570 -2.48782  -0.01
61 H 1.46859 1.08041 -3.86807  0.01
62 H 3.05971 1.48156 -3.18139  0.02
63 H 1.63786 2.40507 -2.64659  0.03
64 H 3.32422 1.58095 -0.31969  0.01
65 H 4.08228 0.61951 -1.61635  0.00
66 H 3.66312 -0.14098 -0.06652  -0.02
67 N -2.09230 -0.17218 3.67127  0.04
68 C -2.11371 -1.31428 2.89325  -0.09
69 C -0.80716 -1.64640 2.65555  -0.14
70 N -0.01797 -0.67594 3.24417  -0.08
71 C -0.80214 0.18262 3.88135  -0.17
72 H -2.90004 0.34838 4.01085  0.14
73 H -3.00476 -1.79874 2.53952  0.10
74 H -0.39114 -2.46450 2.09610  0.10
75 H -0.48244 1.05699 4.44224  0.12

=====

(2)
C23H40Cl3EuN4O3Si | ωB97M-V/def2-TZVPD

HOMO-LUMO gap (spin up / spin down): 7.874 / 9.049 eV
electronic energy: -3725.74436 Eh
expectation value of S²: 12.01
multiplicity: 7
energy above the lowest of the compared OMol25 structures with the same formula, charge and spin: 48.04 kJ/mol

Each line ends with the Löwdin charge.
Positions of all 75 atoms, in Å:
1 C 2.11331 -1.58578 -4.78750  -0.04
2 C 1.51133 -0.44381 -4.03664  -0.22
3 H 2.27424 -1.28589 -5.82772  0.07
4 H 1.46072 -2.47020 -4.76919  0.08
5 H 3.08710 -1.88936 -4.37611  0.09
6 C 1.03117 0.63613 -4.69402  -0.09
7 C 1.21733 0.86582 -6.14581  -0.11
8 H 0.56356 1.48299 -4.19028  0.10
9 H 0.66239 0.14682 -6.75154  0.08
10 H 2.24741 0.79531 -6.51390  0.08
11 H 0.88448 1.88266 -6.37538  0.07
12 Eu -1.11183 -0.47271 3.18180  1.23
13 Cl 1.60084 -0.51277 3.42896  -0.25
14 Cl -2.01662 -2.94265 3.42443  -0.31
15 C -0.01152 2.48590 2.99121  -0.36
16 O -1.16756 1.98123 3.13833  -0.24
17 N 0.17494 3.72838 2.57056  -0.16
18 C -0.96145 4.57318 2.24664  -0.02
19 C 1.48208 4.36171 2.42315  -0.04
20 H 0.90366 1.89103 3.17811  0.05
21 H -1.87781 4.00594 2.44596  0.09
22 H -0.90968 4.85280 1.19036  0.08
23 H -0.92427 5.48255 2.84723  0.09
24 H 2.27670 3.60631 2.47989  0.10
25 H 1.64123 5.13165 3.19679  0.10
26 H 1.54631 4.87082 1.44827  0.08
27 H -2.92608 -2.09923 -1.14618  0.06
28 H -2.92789 -0.09747 -2.65944  0.09
29 C -3.71625 -1.58335 -0.59584  -0.02
30 C -3.62217 0.42288 -1.99005  -0.05
31 N -3.50131 -0.14539 -0.65229  -0.17
32 H -3.70491 -1.91058 0.44267  0.08
33 C -3.25541 0.54251 0.48308  -0.40
34 O -3.32476 0.08947 1.63813  -0.17
35 H -3.37278 1.48507 -1.99656  0.08
36 H -2.94876 1.58476 0.24977  0.13
37 H -4.67525 -1.78049 -1.08831  0.10
38 H -4.64824 0.27270 -2.37099  0.10
39 O 0.57030 -1.66246 -2.11600  -0.17
40 C 1.49868 -0.62688 -2.54359  -0.27
41 C -0.08926 1.24543 -2.02731  -0.13
42 C 1.16431 0.68404 -1.85019  -0.23
43 H -0.82618 0.65766 -2.58704  0.11
44 C -0.33662 2.53841 -1.58419  -0.10
45 H 2.51824 -0.93235 -2.21023  0.15
46 C 2.18507 1.38806 -1.19755  -0.02
47 H -1.33243 2.97427 -1.75707  0.10
48 C 0.67687 3.27889 -0.94728  -0.11
49 C 1.93186 2.68726 -0.72322  -0.08
50 H 3.11795 0.83749 -1.10031  0.12
51 H 0.46102 4.32195 -0.65868  0.09
52 H 2.71207 3.25272 -0.17399  0.10
53 Si 0.90887 -3.09201 -1.42480  0.34
54 Cl -0.44586 0.14361 0.92863  0.12
55 C -0.80997 -3.71029 -0.98553  -0.17
56 C 1.50525 -3.14665 0.36978  -0.17
57 C 1.91088 -4.08430 -2.54153  -0.16
58 H -1.56034 -3.58396 -1.78534  0.02
59 H -1.13870 -3.18553 -0.05657  0.02
60 H -0.60740 -4.79938 -0.78321  0.05
61 H 1.47381 -4.23249 -3.52951  0.03
62 H 2.00331 -5.06937 -2.04535  0.05
63 H 2.92135 -3.68746 -2.66499  0.04
64 H 2.05450 -2.26380 0.72375  0.01
65 H 2.13637 -4.05681 0.44396  0.03
66 H 0.63823 -3.27570 1.05608  0.02
67 N -0.94245 -1.82583 6.37570  -0.03
68 C -0.14433 -1.99103 7.45778  -0.07
69 C 0.69627 -0.87513 7.49256  -0.07
70 C 0.32843 -0.07316 6.40333  -0.20
71 N -0.68427 -0.65340 5.71453  -0.14
72 H -1.59036 -2.49290 5.94163  0.07
73 H -0.21309 -2.82642 8.10543  0.11
74 H 1.46611 -0.66748 8.21441  0.09
75 H 0.76721 0.84609 6.02830  0.09

=====

(3)
C23H40ClPPd | ωB97M-V/def2-TZVPD

HOMO-LUMO gap (spin up / spin down): 8.935 / 5.111 eV
electronic energy: -1829.01913 Eh
charge: +2
expectation value of S²: 6.03
multiplicity: 5
energy above the lowest of the compared OMol25 structures with the same formula, charge and spin: 54.67 kJ/mol

Each line ends with the Löwdin charge.
Positions of all 66 atoms, in Å:
1 C -0.26966 -0.45845 -6.31026  -0.89
2 C 1.10299 0.09619 -6.70615  -0.11
3 C -0.49078 -1.79234 -7.03128  -0.11
4 C -1.35457 0.52932 -6.75290  -0.11
5 Cl -0.34906 -0.69240 -4.47440  0.57
6 H -0.44301 -1.62716 -8.10828  0.10
7 H -1.47231 -2.21820 -6.80031  0.08
8 H 0.27901 -2.52550 -6.76994  0.08
9 H 1.13445 0.23899 -7.78652  0.10
10 H 1.90822 -0.59439 -6.43403  0.08
11 H 1.29788 1.06285 -6.23163  0.08
12 H -1.29581 0.66750 -7.83250  0.10
13 H -1.22457 1.50691 -6.27844  0.08
14 H -2.35617 0.15666 -6.51393  0.08
15 C 0.98677 -2.42285 0.80322  -0.05
16 C 0.27527 -3.35905 0.00850  -0.04
17 C 0.46519 -3.03422 -1.36343  -0.08
18 H -0.25519 -4.22825 0.38617  0.13
19 C 1.35163 -1.88648 -1.43381  -0.21
20 C 1.60755 -1.47063 -0.05879  -0.13
21 H 2.34056 -0.71574 0.22650  0.08
22 H 1.13620 -2.50982 1.88178  0.11
23 H 0.14954 -3.63041 -2.22514  0.13
24 H 1.90487 -1.55991 -2.32720  0.12
25 C -2.40049 -0.14754 0.14251  -0.09
26 C -2.55498 -1.36393 0.86307  -0.04
27 C -2.51520 -2.44555 -0.05016  -0.03
28 H -2.76295 -1.46289 1.92628  0.11
29 C -2.41897 -1.93209 -1.37588  -0.09
30 C -2.43020 -0.47044 -1.28691  -0.21
31 H -2.63805 0.21045 -2.11756  0.12
32 H -2.42160 0.86580 0.54648  0.08
33 H -2.60465 -3.49737 0.22080  0.13
34 H -2.46538 -2.49116 -2.31090  0.12
35 Pd -0.37573 -0.67894 -1.26516  0.77
36 C -1.20774 3.17850 1.91016  -0.11
37 C 0.09745 2.79963 2.59181  -0.54
38 C 0.14000 3.25517 4.03668  -0.07
39 P 0.54949 1.06165 2.20750  1.26
40 C 2.37666 0.94397 2.51416  -0.52
41 C 3.07826 2.16925 3.11649  -0.08
42 C 2.94419 -0.33517 3.13680  -0.09
43 C -0.36841 0.13134 3.48886  -0.53
44 C 0.30357 -0.09984 4.83302  -0.07
45 C -1.83042 0.53045 3.68783  -0.11
46 H -2.11380 2.80072 2.40314  0.07
47 H -1.21644 2.82500 0.85361  0.07
48 H -1.27319 4.28139 1.89028  0.10
49 H 0.89462 3.32551 2.05779  0.10
50 H -0.57835 2.77633 4.71810  0.08
51 H 1.15102 3.14680 4.49078  0.07
52 H -0.07620 4.34200 4.04714  0.12
53 H 2.70511 0.91809 1.46801  0.08
54 H 2.95283 2.29047 4.20231  0.09
55 H 4.14260 1.99550 2.93223  0.10
56 H 2.79770 3.08783 2.60349  0.08
57 H 2.46994 -1.23432 2.74947  0.05
58 H 4.00129 -0.35762 2.83639  0.10
59 H 2.92264 -0.33497 4.23884  0.09
60 H -0.38526 -0.84880 2.95863  0.08
61 H 0.77881 0.77674 5.28427  0.09
62 H -0.47906 -0.43484 5.52190  0.10
63 H 1.03353 -0.90159 4.76178  0.07
64 H -2.38934 0.59189 2.76049  0.04
65 H -2.30002 -0.26443 4.28819  0.10
66 H -1.96231 1.46441 4.25003  0.08